# 1
Density functional theory data (wB97M-V/def2-TZVPD) for 4 unconnected molecules or ions with the total composition C40H77NO14P4S.

Geometry (Å):
S -0.52477 -0.14455 -3.78963
P 3.55196 -8.75960 -11.97303
P 2.50851 -4.22465 -5.81112
P -0.70392 1.41404 -2.57399
P 2.04808 10.79767 2.76792
O 3.08635 -4.97423 -7.15929
O 1.70566 -1.24385 2.02404
O 0.18836 -0.27517 -0.43859
O 1.21736 11.93084 1.75857
O 2.39550 -9.79665 -11.42488
O 3.99495 -9.87964 -13.21485
O 1.67779 -3.09149 -6.82048
O 3.33914 -5.35780 -4.80173
O 3.10904 -7.63953 -10.73118
O 1.16977 -4.85859 -5.40992
O 4.87601 -9.04562 -11.25183
O 2.87871 9.66452 3.77731
O 0.70934 10.16374 3.16912
O 2.62592 10.04810 1.41975
N -1.98600 -1.56671 2.37546
C 0.59905 7.68555 -2.36878
C 0.52396 12.94164 2.46620
C -1.43048 -1.73371 0.96554
C 6.04302 -0.42059 3.64738
C -6.74305 -0.45892 6.92682
C 3.82372 -6.41836 -10.76667
C 3.44954 -4.93395 -3.45646
C -8.20469 -0.34762 7.66595
C -5.80746 -0.52917 3.01790
C 2.02142 -3.75489 2.06275
C -0.14907 -2.75648 0.93927
C 0.94140 -2.48761 2.17642
C 1.18458 6.22471 -2.93374
C 1.64256 -0.38295 3.21134
C 3.20290 0.09010 3.58607
C 0.62931 2.27409 -0.02619
C 3.40270 1.55125 4.37345
C -0.35347 7.65660 -1.03361
C 2.62450 8.63272 1.34817
C -1.12462 -0.26793 0.21978
C -3.49265 -1.61144 2.24918
C 2.69004 -11.17782 -11.30646
C -7.06313 -0.96623 5.36618
C 6.23194 1.03189 4.44998
C 2.98911 10.08838 5.12258
C 4.77362 -9.29752 -14.24267
C 0.80224 4.80087 -2.14646
C -6.62811 -0.19188 9.93484
C -0.18252 4.75284 -0.83715
C 0.98439 -2.08069 -6.11284
C -0.59602 3.35907 -0.01074
C 0.47007 1.04322 -1.09538
C 4.50233 -0.87439 3.22679
C -6.69864 0.17856 4.23548
C 3.08493 -6.38960 -7.23088
C 4.93071 2.01950 4.80235
C -8.13433 -0.11198 9.29015
C -6.62478 0.25759 11.54512
C -0.75788 6.21924 -0.29494
C -4.28030 -0.96185 3.53525
H 0.08972 -2.49416 -5.64066
H 4.31081 -1.91567 2.68313
H 7.32277 1.37367 4.78346
H 2.00048 10.15902 5.58215
H -8.61474 0.94623 9.49869
H 1.88155 6.21676 -3.90300
H 2.85446 -3.62237 2.90641
H -0.76154 8.66739 -0.58477
H -2.29692 -2.27504 0.34821
H -0.70657 3.71746 1.12295
H -6.30063 -1.31846 9.91413
H -6.07250 1.06843 4.71643
H -1.26241 0.53745 1.05722
H -6.51832 -1.98526 5.12722
H -0.58965 -3.84217 1.16820
H 2.62291 -3.66829 1.03553
H 5.11058 3.02519 5.39037
H -7.72912 0.62437 3.83402
H -5.52780 0.61833 11.77674
H -2.04122 -0.12665 -0.52996
H -5.85474 0.52428 9.40845
H 1.23460 -0.89046 4.18253
H -8.82174 -0.92485 9.78937
H 2.39573 -11.68889 -12.22875
H -6.24730 0.62220 6.85451
H -8.82631 -1.32127 7.39191
H 0.22195 13.71822 1.75932
H 2.46090 -4.86330 -2.99690
H -3.79234 -2.75575 2.18167
H 2.27699 -6.83246 -6.64405
H 3.33271 -5.70690 -10.09831
H 0.64185 1.77176 1.05693
H 1.17552 13.38503 3.22374
H 1.63595 -1.63730 -5.35530
H -6.40234 -1.49064 2.63729
H 0.37830 -2.85686 -0.11347
H 6.93964 -1.13691 3.40948
H -1.45386 6.25503 0.67095
H 2.10196 -11.59257 -10.48134
H 1.28502 3.82282 -2.58750
H -0.32709 2.55846 -3.36255
H -8.22647 -1.19696 5.27981
H -4.44791 -1.71412 4.41587
H 2.96122 -6.68795 -8.27700
H -3.87595 -1.04787 1.28888
H 0.32015 -2.58192 3.16235
H -8.75210 0.58726 7.18461
H -3.77729 0.02725 3.92566
H 3.58872 8.25357 1.70165
H 0.68238 -1.30410 -6.81973
H -6.01017 -1.24909 7.42391
H 1.08808 0.61136 2.90773
H 3.74844 -11.35917 -11.10602
H 4.04928 -5.66366 -2.90655
H 3.94990 -3.96215 -3.41523
H -1.63781 -0.69772 2.83618
H 5.73619 -8.96326 -13.84857
H 1.54935 0.89608 -1.58569
H 3.48948 11.06018 5.16382
H 4.85093 -6.57025 -10.42591
H -6.84374 -0.67653 12.22163
H -7.37028 1.14898 11.69043
H -1.64545 2.94061 -0.31289
H 0.90553 8.66474 -2.97308
H 3.58886 9.35866 5.67250
H 2.46854 2.23647 4.63983
H -5.75945 0.21028 2.08207
H 2.50079 8.33437 0.30204
H 1.69240 2.80286 -0.12096
H 1.48601 -4.79627 2.13150
H 4.23561 -8.45118 -14.67938
H 1.81656 8.18986 1.93500
H -2.07984 1.41887 -2.13218
H -0.37071 12.52816 2.93838
H 4.94498 -10.04631 -15.02019
H 4.04915 -6.76876 -6.87739
H 3.82273 -6.01125 -11.78119

Calculated values
**SMILES string**: CCCCCCCCCCN[C@@H](CO[C@H](CCc1ccccc1)[PH2]=S)C[C@@H](C)OCc1ccccc1.COP(=O)(OC)OC.COP(=O)(OC)OC.COP(=O)(OC)OC
**Lowest unoccupied orbital energy**: -2.81 eV
**Largest force on an atom**: 10.31 eV Å⁻¹

=====

# 2
Density functional theory data (wB97M-V/def2-TZVPD) for 13 unconnected molecules or ions with the total composition C40H80F6NO34S12.

Geometry (Å):
S -3.47817 -4.18747 -0.07437
S 0.75540 -0.41163 0.67339
S -5.57231 2.34226 -4.96162
S -2.85592 -3.49035 5.41878
S 4.26904 -3.40987 5.23692
S 5.70957 -0.82429 -3.19550
S -7.29453 -1.22047 2.92572
S 2.89281 3.17783 -4.10479
S 3.76682 -6.99002 0.07349
S -1.10288 1.26599 0.16620
S 1.66293 -3.19328 -3.36854
S -2.00133 7.81259 1.88022
F -3.02201 0.44192 1.96529
F 2.80502 0.35365 2.19313
F -2.72541 2.59879 1.99280
F 3.13836 -1.66647 1.55872
F -3.81467 1.70871 0.40124
F 1.64290 -1.23429 3.01673
O 1.54305 -0.01117 -0.53571
O -1.39956 0.30789 -0.92029
O 5.34973 3.84283 -1.03155
O 2.31190 -4.02171 -4.40911
O -2.97229 -3.76322 6.87269
O 4.14435 -6.43707 -1.23827
O -0.16427 -1.58979 0.58668
O -4.51360 -5.15207 0.39450
O 4.88052 -3.68846 6.50952
O -7.95627 -2.35803 2.28928
O -6.90905 2.75775 -4.59083
O -0.66529 1.03490 3.73779
O -1.27771 9.03655 1.62136
O 3.50984 2.63985 -5.28720
O -8.27885 0.16912 3.04798
O 6.71977 -1.00210 -4.23414
O 2.49813 3.57594 0.21241
O 0.70740 3.25045 2.36156
O -4.02472 -3.60745 4.55963
O -2.10754 -4.62198 -0.15905
O 2.17917 -7.12692 0.07771
O 2.32306 -2.81457 -2.11399
O -2.32826 7.35513 3.23944
O 4.46485 -0.14794 -3.51913
O 3.70152 -5.78128 1.17540
O -1.96312 -2.11873 5.17734
O 2.82574 -3.47949 5.10670
O 3.69674 3.97105 -3.17015
O -0.80880 2.57786 -0.41541
O -6.33732 -0.36017 1.78084
O -1.57157 -4.41043 4.86760
O -5.20499 1.76758 -6.25056
O -6.48515 -1.44637 4.12045
O 4.45365 -8.16719 0.61439
N 0.07206 0.73782 1.37533
C -4.05891 -3.61247 -1.67412
C -4.44068 -1.69753 -0.18102
C 6.45309 -0.13536 -1.61426
C -2.92874 6.80718 -0.48391
C 0.20435 3.59596 -3.89319
C 1.50823 -5.96706 0.41314
C -3.47150 7.60227 0.68295
C 3.75621 3.30902 0.81231
C 1.89059 2.00530 -3.13629
C -2.07870 5.74726 0.19647
C -0.69727 -3.77560 3.92135
C -4.79902 1.24503 -3.60198
C -0.06479 -3.81314 -3.02901
C 5.03779 -4.55355 3.92688
C -1.09033 -2.29093 4.10740
C -2.77681 1.49096 1.26056
C -4.39660 3.71331 -4.48441
C 5.50725 -3.60080 2.75607
C -1.01516 -2.61340 -3.42534
C 5.40770 -2.60396 -2.55642
C -3.55894 -2.56109 0.80474
C 5.93888 -2.27189 3.35963
C 4.86092 2.81861 -0.15930
C 5.53540 -2.52809 -1.06143
C -3.99792 -2.06233 -1.59522
C 2.54277 -5.01435 1.06592
C 2.16459 -0.74492 1.94791
C -0.43233 -1.76298 -4.56183
C 0.10699 3.27588 3.69213
C 6.63248 -1.43869 -0.66964
C -7.51072 1.34216 2.86634
C -4.28730 3.58374 -2.98857
C 0.47399 2.09305 -3.68402
C 4.97390 -1.82930 4.57032
C 1.01966 -1.59665 -4.15381
C -6.56346 1.04213 1.73183
C 1.40444 4.17051 -4.68731
C 0.28012 1.93269 4.42966
C -4.23188 2.18889 -2.52413
C -1.04676 6.40709 1.14225
H 1.84737 2.43337 -2.13481
H -5.16560 4.13858 -2.65867
H -4.68527 -1.67728 -2.34847
H -3.96122 8.56578 0.54177
H -4.92828 2.14745 -1.68662
H -3.94735 0.77661 -4.09527
H 4.44006 2.00829 -0.75457
H 1.73859 -1.28215 -4.91035
H 4.53111 -3.07051 -3.00590
H -6.84063 1.30792 0.71171
H 0.39631 1.49859 -4.59435
H 6.32552 -4.16138 2.30408
H -0.47743 -2.26485 -5.52838
H -0.21627 -4.77297 -3.52286
H -3.48252 3.42167 -5.00160
H -1.32679 -1.91506 -2.64860
H 4.06492 4.24145 1.28493
H -0.94531 -0.81174 -4.70359
H -3.19006 1.98501 -2.27688
H -0.49965 5.81481 1.87572
H -3.67030 6.27558 -1.08024
H -2.69486 5.03078 0.73970
H 0.02601 3.98430 -2.89046
H 4.66539 -2.05768 -0.60328
H -4.63134 4.68277 -4.92388
H 2.33298 -4.54912 2.02905
H 2.46998 1.08221 -3.15412
H 0.45054 4.18405 4.18741
H 5.71479 2.40783 0.37947
H -0.78743 -4.18808 2.91645
H -3.51405 -4.18376 -2.42570
H -6.96340 1.54635 3.78657
H -0.09762 -4.08609 -1.97425
H -2.96205 -1.74355 -1.71125
H -5.08604 -3.97099 -1.74163
H -0.29949 6.96211 0.57512
H -5.53353 0.57500 -3.15512
H 5.63971 -3.52596 -0.63542
H 6.22087 -3.20752 -2.95962
H 5.66451 0.48135 -1.18306
H -3.96732 -2.67489 1.80893
H -1.56743 5.21785 -0.60753
H -8.21351 2.14429 2.64101
H -4.46091 -0.61085 -0.09862
H 4.23699 -1.11309 4.20685
H 6.64715 -1.12645 0.37458
H 0.65304 -6.36136 0.96203
H -1.67241 -1.95672 3.24856
H 5.89712 -1.59006 2.51024
H -5.63850 1.58779 1.91839
H 3.58316 2.54391 1.56911
H -0.73103 3.67359 -4.44740
H -2.54673 -2.16616 0.71780
H -0.94532 3.51873 3.54458
H 4.68876 3.95459 -1.71874
H 1.17388 -0.83789 -3.38661
H -5.46892 -2.02139 -0.01994
H 1.29087 3.79442 -5.70405
H 1.62681 5.23734 -4.71042
H 1.00788 -5.50549 -0.43816
H -2.30085 7.38719 -1.16026
H -1.88513 -3.16933 -3.77491
H 5.63629 -1.51109 5.37536
H 1.85852 3.67626 0.92124
H -4.25859 7.09048 1.23670
H 2.67817 -4.29486 0.25838
H -0.28643 1.58661 -3.08955
H 7.56870 -1.93184 -0.93115
H -0.39321 0.92767 2.82342
H -0.27155 -1.57373 4.16504
H 0.69578 2.34590 2.04024
H 5.91742 -5.04221 4.34591
H 0.06860 1.97820 5.49797
H 1.26000 1.50813 4.21131
H 0.29393 -3.97045 4.33083
H 6.92994 -2.54162 3.72451
H 4.30237 -5.31945 3.68063
H 7.31009 0.51436 -1.79180
H 4.71779 -3.44981 2.01982
H -3.49790 4.10913 -2.45104

Calculated values
**⟨S²⟩**: 0.762
**Lowest unoccupied orbital energy (alpha / beta)**: -2.18 / -7.52 eV
**Multiplicity**: 2
**Largest force on an atom**: 7.60 eV Å⁻¹